Entry from the OMol25 dataset: 13 unconnected molecules or ions with the total composition C39H99O46P7 in a non-equilibrium geometry (ωB97M-V/def2-TZVPD).

Frontier orbital gap = 10.406 eV
Largest force on an atom = 0.146 Eh/bohr
LUMO energy = 0.05 eV

ORCA input file:
```
! RIJCOSX wB97M-V def2-TZVPD def2/J DEFGRID3
* xyz 0 1
P -11.1789 -34.4186 -1.7161
P 2.9222 -31.3669 -5.2144
P 6.0492 -27.2423 1.9019
P -3.4473 -29.6344 3.3639
P -10.0833 -21.6379 8.1865
P -4.8754 -28.9702 -6.6286
P -7.0179 -29.9303 10.7853
O -13.3840 -34.5857 6.1549
O 4.6227 -25.9008 8.5658
O -3.2810 -28.9002 -6.9226
O -5.5414 -29.6618 11.3077
O -6.7907 -31.2352 9.9054
O -2.1558 -37.7961 2.3217
O -2.2025 -30.5236 3.8598
O 3.5456 -29.8665 -5.3260
O -11.2698 -32.9617 -2.0332
O -3.6824 -36.0987 1.6595
O -5.3002 -29.2692 -5.2364
O 5.0757 -28.1163 8.2517
O -9.8997 -24.2100 1.6028
O -14.5214 -33.1688 4.7981
O -10.5618 -35.3350 -2.8677
O 5.4893 -35.6134 -0.9002
O -8.7138 -20.9649 7.7029
O -10.1490 -21.9742 9.6330
O -3.3716 -28.3317 4.0258
O 3.6887 -34.8781 0.2118
O -2.8297 -37.3364 0.1706
O 6.6391 -28.2528 3.0956
O -12.3495 -32.9456 5.3658
O 1.8407 -31.4419 -6.4183
O 1.9742 -31.2641 -3.9206
O -7.7812 -30.4002 12.0818
O -5.4427 -30.1744 -7.6395
O 3.9042 -32.5038 -5.0616
O -3.2294 -29.5784 1.6620
O 5.9554 -25.7147 2.5312
O -7.7630 -24.6270 1.4180
O -0.4572 -23.6287 -3.1140
O 4.7507 -27.6917 1.3580
O -4.7633 -30.5338 3.5363
O -10.0763 -34.6995 -0.5156
O 5.5213 -35.5015 1.4531
O 3.5919 -27.1694 7.0086
O -12.4665 -35.3060 -1.1777
O -10.2264 -22.8962 7.1662
O 0.9752 -24.6540 -1.7435
O -9.0867 -26.1287 2.4743
O -7.4749 -28.7417 9.9730
O 7.3001 -27.0102 0.7893
O -5.4114 -27.4961 -7.1806
O 1.2943 -22.6121 -2.3653
O -11.2561 -20.6200 7.5842
C 6.1893 -28.1085 9.0204
C 5.4293 -24.6610 1.7742
C 8.5229 -26.5636 1.3225
C -9.5582 -24.1291 7.2659
C -12.1236 -31.7639 4.5849
C 2.6909 -28.7350 -5.1798
C -13.1484 -34.8820 0.0366
C 4.3771 -26.9978 7.9711
C -6.7464 -30.1330 -8.1698
C -8.7071 -20.1650 6.5952
C -9.0384 -33.8247 -0.2354
C -13.5171 -33.5208 5.4160
C -4.9725 -26.3315 -6.5303
C -7.9180 -31.8454 9.2995
C 2.9643 -34.5907 1.3723
C -4.5593 -29.3377 10.3105
C -3.6108 -35.5880 2.9426
C -2.7374 -28.3922 -8.1111
C 7.1352 -29.4947 2.8099
C 2.8632 -26.1593 6.3367
C -10.4795 -34.9644 -4.2279
C -0.8785 -30.2325 3.6114
C -12.5788 -21.0682 7.5209
C -7.8680 -29.5431 13.1841
C 0.4686 -23.5903 -2.4214
C 0.0570 -25.4928 -1.1475
C -5.4429 -30.5090 4.6951
C -2.0588 -38.2686 -0.4478
C -2.8748 -37.2165 1.4616
C 0.9632 -32.2619 -3.7512
C 2.2293 -31.6534 -7.7909
C -14.4696 -35.5369 6.2517
C -11.2276 -24.4995 2.0410
C 6.8547 -35.5384 1.7251
C -3.7632 -30.5253 0.8077
C 4.9946 -35.2768 0.1674
C 1.1364 -21.4515 -3.1347
C -8.8622 -25.0559 1.9231
C -6.5975 -25.4360 1.6532
H 7.2121 -36.4650 2.1744
H -14.1403 -34.4611 -0.1280
H 3.3259 -27.9424 -4.7841
H 1.4032 -33.2208 -4.0250
H -10.9299 -33.9824 -4.3723
H 0.4582 -25.8953 -0.2174
H 1.3489 -31.7274 -8.4292
H -4.7209 -30.3919 0.3046
H -8.5481 -23.9430 7.6308
H -13.2999 -35.6170 0.8271
H 2.1196 -28.3285 -6.0143
H -11.9829 -23.7720 1.7439
H 2.0720 -28.8881 -4.2957
H -8.5901 -32.5439 9.7979
H 0.9053 -21.7577 -4.1550
H -2.0760 -38.1933 -1.5351
H -9.6181 -24.9064 6.5041
H -4.5020 -30.1105 9.5440
H -2.2996 -39.3123 -0.2459
H -4.8932 -28.4811 9.7249
H 3.5371 -25.3753 5.9914
H 3.4659 -33.7450 1.8429
H -12.5178 -31.8308 3.5708
H 7.1142 -28.5646 8.6673
H -3.6409 -29.2143 10.8844
H 5.9594 -28.5558 9.9874
H -11.5124 -25.3397 1.4077
H -7.5381 -32.5483 8.5582
H -5.7879 -24.7954 2.0029
H 0.1124 -26.2782 -1.9012
H 0.6839 -32.5199 -2.7297
H 1.9051 -34.4655 1.1476
H 8.1876 -29.5246 2.5276
H -8.5160 -31.1597 8.6992
H -8.9308 -33.1203 -1.0602
H 2.3725 -26.5375 5.4399
H -12.6996 -34.0356 0.5564
H -6.2106 -29.7788 4.4392
H -9.6299 -19.6041 6.4469
H -12.9155 -21.1467 6.4872
H 8.4595 -26.3918 2.3970
H -7.4668 -29.9169 -7.3809
H -0.4511 -29.8705 4.5465
H -1.8793 -27.7505 -7.9109
H 6.5643 -27.0981 9.1834
H -13.2729 -20.3946 8.0235
H 2.0997 -20.9615 -2.9931
H -3.4832 -27.8522 -8.6943
H -15.3795 -35.1658 6.7234
H 6.0753 -24.4431 0.9237
H 2.5878 -30.6770 -8.1167
H 7.0533 -34.7568 2.4585
H -14.1609 -36.5308 6.5758
H -8.3195 -20.6924 5.7236
H 0.0655 -32.0839 -4.3432
H -14.7328 -35.8445 5.2397
H -5.6946 -26.3952 -5.7163
H 7.5759 -35.3338 0.9339
H -6.8627 -31.1225 -8.6119
H -7.6303 -30.2430 13.9852
H -0.6215 -29.6015 2.7607
H -10.1695 -24.6648 7.9922
H -12.6994 -30.9402 5.0069
H -0.9604 -25.1416 -0.9751
H -4.3946 -34.8772 3.2043
H -6.7634 -26.2774 2.3259
H -12.7052 -22.0589 7.9576
H -7.0555 -28.8200 13.2563
H 5.2821 -23.7895 2.4120
H -11.0726 -31.4765 4.5550
H -5.9445 -31.4754 4.6443
H -2.7832 -34.8816 3.0072
H 9.2984 -27.3275 1.2680
H 2.9122 -32.4990 -7.8722
H -0.2597 -31.0857 3.3333
H -9.1581 -33.3102 0.7181
H 6.6025 -29.9766 1.9901
H 6.9099 -30.0992 3.6885
H -8.0693 -34.3073 -0.1087
H -11.3341 -24.7554 3.0952
H -4.8575 -30.3876 5.6065
H 4.4438 -24.9534 1.4118
H -3.0957 -30.5005 -0.0537
H -2.3514 -29.1547 -8.7876
H -4.0777 -26.4671 -5.9229
H -4.9253 -25.3519 -7.0060
H 3.0447 -35.3760 2.1240
H -1.0134 -38.1240 -0.1753
H -6.3932 -25.9969 0.7413
H 0.2516 -20.9630 -2.7266
H -8.8805 -29.1881 13.3761
H -3.6200 -36.1958 3.8473
H -9.4524 -34.8755 -4.5816
H -10.9940 -35.5938 -4.9541
H 2.0495 -25.7812 6.9556
H -8.0829 -19.3003 6.8205
H -6.7720 -29.4644 -9.0303
H -3.6798 -31.5499 1.1702
H 8.7524 -25.5529 0.9850
*
```


Entry from the OMol25 dataset: a molecular structure, C21H28BrGeN2O5SeTeTi (ωB97M-V/def2-TZVPD).

Frontier orbital gap (alpha / beta) = 5.351 / 8.187 eV
Largest force on an atom = 0.015 Eh/bohr
LUMO energy (alpha / beta) = 2.29 / 2.28 eV

ORCA input file:
```
! RIJCOSX wB97M-V def2-TZVPD def2/J DEFGRID3
* xyz -1 3
Te -0.6496 -2.8335 0.7501
Br 0.3219 0.4665 -2.3733
Se 0.5474 2.8394 0.8004
Ge -1.2567 4.3230 -1.8242
Ti 0.1014 0.1649 0.1327
O 0.1873 -0.1989 2.0824
O 1.6699 0.2516 3.7183
O -6.9215 -0.3137 -0.1967
O 2.0010 -0.3664 0.3040
O 3.6425 -0.5807 1.8273
N -1.9332 0.3369 0.2298
N -6.7883 0.8899 1.7229
C 0.4914 -5.2422 -0.5211
C 1.3914 -0.0724 2.5910
C -0.6559 -4.3121 -0.8083
C -2.5499 0.8458 1.3497
C 2.5185 -5.7276 0.6804
C 2.4948 -0.3743 1.5323
C 2.2539 3.0343 -0.1081
C -1.9478 6.1590 -1.9171
C -4.1182 -0.2618 -0.5950
C -0.4012 4.3159 -0.0483
C -2.7356 3.0794 -1.9596
C 1.3431 -3.5371 1.0923
C 2.6323 -6.9437 0.0239
C -4.7550 0.2857 0.5480
C 1.4506 -4.8749 0.4144
C -3.8974 0.8313 1.5401
C 0.0793 4.1142 -3.2349
C -6.2086 0.2533 0.6278
C 0.6145 -6.4617 -1.1813
C -2.7673 -0.2198 -0.7247
C 1.6757 -7.3115 -0.9127
H -1.6073 -4.8405 -0.8016
H 1.7557 -8.2598 -1.4292
H -0.5360 -3.8189 -1.7727
H 2.0939 3.1119 -1.1796
H -2.2805 -0.6113 -1.6078
H -3.1889 3.1566 -2.9491
H 2.0339 -2.8166 0.6568
H 0.8465 4.8848 -3.1475
H -2.6603 6.3386 -1.1102
H 0.5298 3.1237 -3.1787
H -6.2775 1.6507 2.1383
H -1.8811 1.2126 2.1179
H 2.8223 2.1323 0.1078
H 3.4645 -7.6003 0.2443
H -2.4588 6.3166 -2.8682
H -3.4942 3.2831 -1.2030
H 3.2646 -5.4294 1.4074
H -4.7403 -0.6999 -1.3633
H -0.4048 4.2087 -4.2085
H -0.1335 -6.7507 -1.9113
H -1.1588 4.6022 0.6840
H 1.5283 -3.6040 2.1622
H -1.1390 6.8871 -1.8358
H -7.7765 1.0526 1.6178
H -2.3549 2.0710 -1.8290
H 0.3461 5.1136 -0.0453
H -4.2853 1.2136 2.4757
H 2.7739 3.9069 0.2806
*
```


Entry from the OMol25 dataset: a molecular structure, C22H29CuN6 (ωB97M-V/def2-TZVPD).

Frontier orbital gap = 7.377 eV
Largest force on an atom = 0.010 Eh/bohr
LUMO energy = -5.23 eV

ORCA input file:
```
! RIJCOSX wB97M-V def2-TZVPD def2/J DEFGRID3
* xyz 2 1
Cu 0.0042 -0.4455 0.3220
N 0.0578 1.7700 -0.0540
N -0.1590 0.3324 2.2426
N -0.0899 -2.8908 0.2014
N 0.3283 -5.7079 -0.2923
N 1.8828 -0.1691 -0.5742
N -1.9512 -0.1418 -0.5896
C -0.0560 -3.4280 -1.1535
C 4.1693 0.3028 -2.0730
C 0.6952 2.3227 1.1338
C 0.6880 -3.7187 1.1137
C 4.0682 -0.8343 -1.2825
C -2.1633 1.1435 -0.9050
C -1.3277 2.1854 -0.1985
C -2.7857 -1.0494 -1.1027
C 3.1256 1.2106 -2.0684
C -3.8092 -0.7491 -1.9802
C -3.1651 1.5324 -1.7858
C 2.9105 -1.0229 -0.5546
C -3.9931 0.5754 -2.3454
C -0.6017 -0.3255 3.3179
C -0.6808 0.2448 4.5740
C -0.5110 -4.8879 -1.2286
C 0.1608 2.2588 3.6058
C 0.2105 1.6108 2.3799
C -0.2826 1.5656 4.7195
C 0.8407 1.9211 -1.2684
C 1.9979 0.9476 -1.3009
C 0.2433 -5.1844 1.1119
H -0.7909 -5.2824 1.4400
H -0.3278 2.0518 5.6847
H 2.7997 -1.8812 0.0967
H 1.2176 2.9441 -1.3957
H 0.5201 3.4011 1.2332
H -1.5482 -4.9911 -0.9108
H 1.7752 2.1763 1.0483
H 0.8717 -5.7961 1.7577
H 1.7402 -3.6745 0.8177
H 0.4613 3.2956 3.6809
H -1.7501 2.3026 0.8032
H -1.4239 3.1515 -0.7080
H -2.6560 -2.0727 -0.7681
H -1.0504 -0.3227 5.4161
H 0.6194 -3.3266 2.1271
H 1.3020 -5.6624 -0.6004
H -0.9128 -1.3508 3.1523
H 0.9710 -3.3456 -1.5244
H 0.1904 1.7095 -2.1228
H 4.8789 -1.5473 -1.2298
H 5.0532 0.4851 -2.6690
H -0.6821 -2.8272 -1.8074
H -3.2970 2.5812 -2.0167
H -1.0373 -2.7709 0.5463
H -0.4108 -5.2808 -2.2392
H 3.1853 2.1208 -2.6509
H 0.0481 -6.6887 -0.3275
H -4.4502 -1.5296 -2.3662
H -4.7733 0.8616 -3.0375
*
```


Entry from the OMol25 dataset: 7 unconnected molecules or ions with the total composition C40H44N8O12Si (ωB97M-V/def2-TZVPD).

Frontier orbital gap = 7.820 eV
Largest force on an atom = 0.005 Eh/bohr
LUMO energy = -0.65 eV
SMILES = O=[N+]([O-])c1ccccc1.O=[N+]([O-])c1ccccc1.O=[N+]([O-])c1ccccc1.O=[N+]([O-])c1ccccc1.O=[N+]([O-])c1ccccc1.O=[N+]([O-])c1ccccc1.CCCN[SiH2]CN

ORCA input file:
```
! RIJCOSX wB97M-V def2-TZVPD def2/J DEFGRID3
* xyz 0 1
Si -2.0876 -0.2231 1.5871
O -5.8339 2.9081 -1.0592
O -2.0016 -0.8561 -9.1788
O 5.6444 -1.2790 -4.7362
O 0.0293 -0.2098 -8.8845
O 2.0325 -0.6109 4.4211
O 0.4043 5.0770 5.3719
O 2.3345 -5.8009 1.4366
O 3.6176 -1.8239 -5.2043
O 3.6711 -1.6406 5.3640
O -4.0973 4.1427 -0.7721
O 1.0028 -4.2686 0.7349
O -0.4957 3.1904 4.8706
N -0.9503 -0.8521 -8.5688
N 4.6163 -1.8801 -4.5097
N 0.6190 0.1101 1.7039
N -4.9413 3.6163 -1.4734
N 1.5257 -4.9093 1.6235
N -2.0178 -1.8524 0.9898
N -0.3778 4.3930 4.7394
N 3.0809 -0.6319 5.0372
C 4.5684 -2.7310 -3.3042
C -5.8356 3.2952 -3.7405
C -1.5602 -2.1498 -0.3731
C 3.3639 -4.2320 -1.8999
C -3.0170 4.9641 2.1733
C -3.8363 4.6331 -3.4210
C -4.8702 3.8590 -2.9262
C -1.9351 7.0638 2.6680
C -0.0466 -3.2594 4.5626
C -1.8872 -3.2031 -5.8326
C 1.4448 -4.9821 5.3425
C 5.5979 -3.5453 -1.3212
C -0.8632 -1.6818 -7.3500
C -2.1855 4.3169 3.0737
C -0.7227 -3.2022 -5.0755
C 0.3098 -1.6690 -6.6171
C 4.4496 -4.2728 -1.0345
C 0.2647 -3.5632 3.2480
C -0.5692 0.2292 2.5793
C -2.4086 -1.5574 -1.5184
C 1.7624 -5.3071 4.0337
C 3.5020 3.0403 5.4375
C -5.7559 3.5180 -5.1060
C -2.8911 6.3325 1.9736
C 5.6670 -2.7640 -2.4653
C 1.1650 -4.5863 3.0133
C 5.4007 1.9308 6.4268
C -3.7691 4.8445 -4.7890
C -1.6516 -0.5206 -2.3450
C -1.1017 6.4310 3.5763
C 0.5452 -3.9571 5.6057
C 0.3686 -2.4391 -5.4661
C 2.9651 1.8153 5.0768
C -4.7252 4.2881 -5.6286
C 4.7151 3.0983 6.1108
C -1.9649 -2.4351 -6.9837
C -1.2474 5.0671 3.7598
C 3.4203 -3.4575 -3.0456
C 4.8736 0.6978 6.0760
C 3.6630 0.6696 5.4069
H -3.5465 6.8306 1.2708
H -2.8582 -2.4150 -7.5899
H -3.3385 -1.1470 -1.1176
H -0.7365 -0.9820 -2.7244
H 2.4615 -6.0965 3.8024
H 1.1520 -1.0729 -6.9362
H -3.1037 5.0530 -2.7479
H -0.6851 1.2562 2.9461
H -2.7374 -3.7983 -5.5268
H -2.6912 -2.3671 -2.1978
H 5.3839 -0.2240 6.3128
H -0.6655 -3.7957 -4.1712
H -6.6254 2.6975 -3.3104
H 6.5478 -2.1863 -2.7032
H -0.1848 -3.0173 2.4265
H -1.8403 8.1295 2.5078
H -1.3581 0.3347 -1.7360
H 6.3459 1.9784 6.9508
H -0.5271 -1.8080 -0.4677
H -2.2194 0.7442 0.4693
H 5.1271 4.0582 6.3943
H -2.8509 -2.3820 1.2084
H 4.3917 -4.8723 -0.1350
H 6.4442 -3.5791 -0.6479
H 2.4678 -4.7930 -1.6718
H -6.4991 3.0861 -5.7625
H -1.5222 -3.2361 -0.4741
H 2.0200 1.7538 4.5569
H -2.2280 -0.1920 -3.2098
H 2.9628 3.9470 5.1972
H 1.2751 -0.5637 2.0724
H -0.4719 -0.3816 3.4804
H -2.9664 5.4424 -5.1991
H -0.7444 -2.4599 4.7741
H -3.7610 4.4060 1.6231
H 2.5867 -3.4165 -3.7275
H -2.2657 3.2539 3.2483
H 1.9068 -5.5249 6.1562
H 0.3093 -3.6972 6.6297
H -3.2846 -0.1294 2.4684
H 1.2734 -2.4340 -4.8783
H -0.3556 6.9767 4.1342
H 1.0988 0.9930 1.6074
H -4.6652 4.4534 -6.6964
*
```


Entry from the OMol25 dataset: a molecular structure, C6H6O (ωB97M-V/def2-TZVPD).

Frontier orbital gap = 10.183 eV
Largest force on an atom = 0.012 Eh/bohr
LUMO energy = 0.77 eV

ORCA input file:
```
! RIJCOSX wB97M-V def2-TZVPD def2/J DEFGRID3
* xyz 0 1
O -0.2066 -0.4917 1.6554
C 1.2374 1.1143 0.4984
C -0.3689 -0.5562 -0.7439
C -2.4245 1.1050 -1.1360
C -1.4963 0.3610 -0.9525
C 0.4349 -0.1603 0.4942
C 2.0720 0.0938 0.4531
H 3.0468 -0.3329 0.6448
H -3.2358 1.7832 -1.2925
H -0.7442 -1.5767 -0.6147
H -0.0464 0.2366 2.2766
H 1.4374 -1.0407 0.3310
H 0.2942 -0.5354 -1.6139
*
```